(1)
Molecular formula: C10H12N2
Method: DFT, ωB97M-V with the def2-TZVPD basis set

The geometry in XYZ format:
```
24
C10H12N2 ωB97M-V with the def2-TZVPD basis set
N -1.1737 3.3879 -1.1357
N -2.9799 1.3745 2.4403
C -2.7108 0.8869 1.4248
C 2.7405 -0.6122 -0.6607
C -2.2721 -1.3105 0.2246
C -2.2145 0.2687 0.0475
C 0.1716 -0.0336 -1.1362
C 3.6331 0.6298 1.6868
C -0.7564 0.8583 -0.1987
C 1.1952 -0.9723 -0.3279
C 3.3515 0.0684 0.6315
C -0.9609 2.2756 -0.8881
H 3.5317 1.0891 2.7083
H 3.2834 -1.5922 -0.7957
H -2.1288 -1.8743 -0.7540
H 2.8392 0.0604 -1.5640
H -0.2397 0.9982 0.7980
H 0.8160 0.6973 -1.7289
H 1.0284 -2.0744 -0.5154
H 1.0761 -0.7555 0.7860
H -2.9689 0.5419 -0.7474
H -0.3888 -0.6676 -1.8823
H -3.3289 -1.5793 0.5620
H -1.5432 -1.6653 1.0251
```

Total charge ... 0
Relative energy (zero: lowest compared OMol25 entry of this formula, charge and spin) ... 412.3 kJ/mol
SMILES ... C#CCCC[C@@H](C#N)[C@@H](C)C#N
HOMO level ... -0.379 Eh
Energy ... -497.60524 a.u.
HOMO-LUMO gap ... 10.8 eV

Results of the Löwdin charge analysis, in e, for atoms 1 through 4: 0.1388 0.1366 -0.1801 -0.1731

(2)
Molecular formula: C4H11N2O2
Method: DFT, ωB97M-V with the def2-TZVPD basis set

The geometry in XYZ format:
```
19
C4H11N2O2 ωB97M-V with the def2-TZVPD basis set
O -0.8728 0.4670 1.8949
O 1.1589 1.2752 2.8383
N 1.2451 0.8890 1.6508
N 0.0775 0.4184 1.0442
C -0.2388 0.9184 -1.3583
C -0.1445 -0.2838 -0.3549
C -1.5043 -0.9831 -0.2902
C 1.0059 -1.1155 -0.7522
H -1.6451 -1.6005 0.4791
H -0.4200 0.9998 2.7092
H 1.1294 -1.9323 -0.0487
H 0.7488 -1.5366 -1.7468
H 1.9723 1.1477 1.0483
H -0.8934 1.7015 -1.0783
H 0.7366 1.2418 -1.3459
H -2.1171 -0.1628 -0.0973
H -1.6141 -1.4415 -1.3075
H -0.5971 0.5168 -2.3581
H 1.9726 -0.5196 -0.9266
```

Total charge ... +1
Relative energy (zero: lowest compared OMol25 entry of this formula, charge and spin) ... 680.8 kJ/mol
SMILES ... CC(C)(C)N(O)[NH+]=O
HOMO level (alpha / beta) ... -0.565 / -0.558 Eh
Energy ... -418.54051 a.u.
HOMO-LUMO gap (alpha / beta) ... 9.4 / 9.3 eV

Results of the Löwdin charge analysis, in e, for atoms 1 through 4: 0.1325 0.0717 0.0458 -0.0138

(3)
Molecular formula: C7H7ClF3NS
Method: DFT, ωB97M-V with the def2-TZVPD basis set

The geometry in XYZ format:
```
20
C7H7ClF3NS ωB97M-V with the def2-TZVPD basis set
Cl 0.8797 2.3015 1.1100
S -0.1251 -0.2030 -2.3034
F -1.7704 -2.3384 2.3559
F -2.3090 -0.3799 2.9435
F -3.2498 -1.1253 1.1684
N 1.1072 -0.8181 -0.1111
C 0.8903 0.3794 -0.8758
C 0.2992 -1.2793 0.7577
C -0.9826 -0.5797 1.0120
C -2.0736 -1.0813 1.8170
C -0.0157 1.3806 -0.1725
C 2.2339 0.7534 -1.5519
C -1.1323 0.6409 0.4626
H 2.6128 0.0024 -2.2683
H 0.3778 -2.2230 1.2615
H 1.9233 1.6157 -2.1297
H 3.0626 0.7863 -0.7447
H 0.5166 -1.3882 -2.4306
H -1.9593 1.2231 0.5446
H -0.2856 2.3326 -0.8452
```

Total charge ... 0
Relative energy (zero: lowest compared OMol25 entry of this formula, charge and spin) ... 0.0 kJ/mol
SMILES ... C[C@@]1(S)N=CC(C(F)(F)F)=C[C@H]1Cl
HOMO level ... -0.351 Eh
Energy ... -1483.62064 a.u.
HOMO-LUMO gap ... 8.8 eV

Results of the Löwdin charge analysis, in e, for atoms 1 through 4: 0.6295 0.8251 0.0852 0.1399

(4)
Molecular formula: C10H20Br10
Method: DFT, ωB97M-V with the def2-TZVPD basis set

The geometry in XYZ format:
```
40
C10H20Br10 ωB97M-V with the def2-TZVPD basis set
Br -28.0727 3.9604 7.8300
Br -24.1819 9.7787 9.9037
Br -23.2100 5.6510 15.2763
Br -22.1814 7.2477 6.4974
Br -17.0797 0.3023 7.6122
Br -24.1128 1.3247 8.1584
Br -18.1416 1.1972 3.0967
Br -34.1238 5.4812 4.3198
Br -36.0212 8.4274 4.9123
Br -20.1377 2.4079 13.7283
C -21.5819 3.6750 13.6295
C -23.3814 7.7309 7.9508
C -21.7707 4.3114 15.0476
C -25.9068 2.0612 8.4884
C -17.6632 1.4568 5.0182
C -34.1483 6.4615 6.0695
C -35.6050 6.9396 6.1835
C -17.8922 0.1023 5.7576
C -23.2183 9.1817 8.2183
C -26.5589 2.7547 7.2375
H -22.0135 3.5412 15.7797
H -25.7723 3.2786 6.6943
H -26.9145 2.0249 6.5102
H -22.1652 9.3989 8.3968
H -33.3661 7.2205 6.0840
H -23.6383 9.8338 7.4524
H -16.6373 1.8231 5.0573
H -35.7335 7.2429 7.2226
H -36.2214 6.0576 6.0095
H -33.8712 5.7118 6.8106
H -23.0127 7.1601 8.8031
H -18.9305 -0.0687 6.0418
H -21.3022 4.4197 12.8843
H -20.8252 4.6349 15.4830
H -25.7761 2.8310 9.2490
H -17.5547 -0.7793 5.2127
H -26.6387 1.3662 8.9000
H -24.4284 7.4790 7.7822
H -18.2686 2.2561 5.4457
H -22.5487 3.2599 13.3448
```

Total charge ... 0
Relative energy (zero: lowest compared OMol25 entry of this formula, charge and spin) ... 170.0 kJ/mol
SMILES ... BrCCBr.BrCCBr.BrCCBr.BrCCBr.BrCCBr
HOMO level ... -0.371 Eh
Energy ... -26133.12469 a.u.
HOMO-LUMO gap ... 10.2 eV

Results of the Löwdin charge analysis, in e, for atoms 1 through 4: 0.5452 0.5328 0.5688 0.6319

(5)
Molecular formula: C25H15Cl72N3O3
Method: DFT, ωB97M-V with the def2-TZVPD basis set

The geometry in XYZ format:
```
118
C25H15Cl72N3O3 ωB97M-V with the def2-TZVPD basis set
Cl 5.3710 -0.2642 -4.9338
Cl -6.5946 -9.4423 -6.7395
Cl -4.8480 -8.3716 -3.7001
Cl -4.1818 7.8193 2.8651
Cl 0.8073 -1.4950 -0.8515
Cl -2.3141 -1.7105 3.9089
Cl -0.0666 -0.6111 2.4951
Cl 0.1707 4.1309 0.7625
Cl -2.7305 16.1482 10.4233
Cl 2.8136 0.7846 -5.7536
Cl -6.4116 0.5963 1.2882
Cl -3.2401 -8.2907 -8.8400
Cl 4.4073 2.2244 -3.8367
Cl -1.3138 -7.1334 1.9003
Cl -2.8406 11.0279 3.2091
Cl -2.7036 -0.5398 1.3111
Cl -0.7585 -7.7268 -7.4839
Cl -0.0420 -4.9730 -5.8497
Cl -2.1801 -6.4092 -4.5113
Cl 5.2735 7.7545 -0.7983
Cl -3.5776 3.4161 6.4608
Cl -1.4246 7.2609 2.2072
Cl 0.1931 -5.3380 3.5768
Cl 1.2133 -6.0898 0.9843
Cl 5.5812 5.7200 1.2275
Cl -4.4861 1.5305 -0.6496
Cl -1.2820 -3.0366 1.5488
Cl -1.5647 -6.1187 -9.7312
Cl -1.9029 14.2015 12.3863
Cl -2.6705 1.4060 4.5931
Cl 1.1460 -8.0228 3.1242
Cl -4.3478 13.4348 2.6962
Cl 0.5560 -6.8266 -3.7232
Cl -3.4543 -10.1510 -1.9124
Cl 1.1554 6.8052 0.4392
Cl -0.0356 1.2633 -0.7964
Cl -1.5191 -0.6689 -2.3489
Cl 3.9486 1.1784 5.0255
Cl -0.8866 5.4977 -5.1864
Cl -5.3792 2.3205 4.4936
Cl 2.0493 4.7132 -1.3514
Cl 4.4518 3.1141 2.9591
Cl 1.8019 2.8648 4.1138
Cl -7.8397 -9.6907 -4.1535
Cl -6.9692 13.8477 5.8863
Cl -6.1927 12.0345 7.9869
Cl 1.7166 4.4478 -5.8292
Cl -8.5416 13.6791 8.3001
Cl 5.4109 8.4955 1.9868
Cl -3.5646 5.9408 0.7756
Cl -5.9169 14.8776 8.3608
Cl -0.6467 3.2402 -6.9630
Cl -5.9856 -9.0091 -1.1286
Cl -7.2618 2.2668 -0.9059
Cl -0.0688 2.9121 -4.1598
Cl -0.6434 5.6937 -1.5228
Cl -0.7757 -4.3294 -3.1277
Cl -3.4910 12.8094 5.3791
Cl -0.7278 -8.8485 -10.1443
Cl -4.4858 0.6813 6.7038
Cl -8.1522 -11.7869 -6.1095
Cl -3.6371 -7.3441 -1.2814
Cl -9.4630 -9.2468 -6.4970
Cl -3.0292 5.2518 3.5154
Cl 7.7617 7.5120 0.6336
Cl -5.6602 3.3833 1.2175
Cl -5.5653 11.2399 4.1156
Cl 1.1141 0.1509 -3.1931
Cl 2.8388 0.7890 2.3940
Cl -3.0324 13.3331 9.8800
Cl -4.7069 14.6131 11.8550
Cl 5.2389 2.0916 -6.5972
O 6.8934 -7.7515 0.7003
O 2.8161 -5.5439 -2.0573
O 7.6479 -6.2824 -0.8332
N 7.3413 -8.4826 -1.4734
N 4.6698 -4.2913 -1.4909
N 6.0113 -9.0064 -1.6477
C -4.0595 12.1295 3.8506
C -1.5959 -1.4790 2.3151
C 3.4531 -4.5012 -2.1510
C 4.4612 1.2084 -5.2819
C 3.9677 -3.8512 0.8902
C -8.0159 -10.0427 -5.8719
C -3.0507 6.5701 2.3391
C 0.3099 -6.6448 2.3985
C -6.9077 13.6121 7.6330
C 4.5363 -3.2868 -0.4267
C -0.6050 -5.6381 -4.3064
C -1.5691 -7.7484 -9.0474
C 6.7075 -5.2355 -0.5309
C -4.4778 -8.7161 -2.0074
C -3.0935 14.5729 11.1364
C 0.0871 -0.1833 -1.7962
C 0.6830 5.3371 -0.4210
C -4.0310 1.9584 5.5704
C 3.2560 1.9921 3.6220
C 2.9852 -3.3769 -3.0334
C 6.0062 7.3709 0.7611
C -5.9588 1.9435 0.2406
C 7.2570 -7.5096 -0.4298
C 5.3252 -5.5370 -1.0945
C 0.0281 4.0241 -5.5307
H 6.0289 -9.6617 -2.4157
H 6.6535 -5.1272 0.5480
H 2.0746 -2.9302 -2.6539
H 3.5706 -4.8478 0.7809
H 3.8510 -2.5318 -0.7938
H 2.7595 -3.7716 -4.0165
H 5.7447 -9.5159 -0.8088
H 5.4405 -6.1417 -1.9865
H 4.7498 -6.1307 -0.3891
H 3.7377 -2.6082 -3.1608
H 4.7084 -3.8013 1.6768
H 7.1002 -4.3461 -1.0005
H 5.4794 -2.7897 -0.2377
H 7.9761 -9.2106 -1.1545
H 3.1399 -3.2249 1.2072
```

Total charge ... 0
HOMO level ... -0.344 Eh
Energy ... -34485.16917 a.u.
HOMO-LUMO gap ... 9.3 eV

Results of the Löwdin charge analysis, in e, for atoms 1 through 4: 0.5345 0.5021 0.4770 0.5155

(6)
Molecular formula: C37H39Cl4N7
Method: DFT, ωB97M-V with the def2-TZVPD basis set

The geometry in XYZ format:
```
87
C37H39Cl4N7 ωB97M-V with the def2-TZVPD basis set
Cl -3.2146 2.0664 -2.2649
Cl -5.7391 2.5149 -0.8423
Cl 0.5047 1.4033 0.7711
Cl -1.3828 -0.8439 0.6240
N -3.0942 -2.8718 -1.3275
N 0.0755 -0.1918 -3.6028
N 0.6158 6.4557 3.5236
N -1.9208 6.9259 0.3497
N -0.7978 -5.3101 4.4697
N 1.6682 -2.5185 0.8422
N 5.6847 1.7196 -1.1026
C 1.8198 -2.0848 -0.4103
C -4.2401 -3.3194 -1.8386
C -2.3772 4.2120 0.8072
C -4.5061 -4.6624 -2.0340
C 1.9486 -2.8887 -1.5305
C 2.8346 6.5435 2.6238
C 1.9332 -4.2559 -1.3121
C 4.9984 -0.2046 0.1592
C -0.4125 -2.5104 -3.9703
C 1.8333 6.9820 3.4857
C -1.6672 4.6461 -0.2956
C 0.0923 -3.1291 4.9414
C 1.7289 -4.7545 -0.0298
C 0.4159 -2.5184 -5.0687
C -1.4327 6.0017 -0.4581
C -0.1213 -4.4683 5.2400
C 4.7664 2.4295 -0.4681
C 0.3859 5.4217 2.7294
C -0.7801 0.6165 -0.1534
C 1.0916 -1.3639 -5.4270
C -2.3244 -5.1286 -1.2007
C -0.3771 -2.6589 3.7281
C -2.6092 6.5027 1.4074
C -0.5182 -1.3245 -3.2480
C 0.8480 -0.2207 -4.6808
C -3.5267 -5.5837 -1.7116
C 3.8990 1.8906 0.4699
C -1.1361 -3.5036 2.9442
C 1.6165 -3.8374 1.0094
C 1.3083 4.9295 1.8236
C 4.0200 0.5417 0.7778
C -4.7382 1.3609 -1.7076
C -2.8575 5.1652 1.6936
C -1.3048 -4.8234 3.3328
C 2.5667 5.5003 1.7554
C 5.8116 0.4423 -0.7660
C -2.1553 -3.7667 -1.0475
H -0.3351 0.3241 -1.1017
H 1.7891 -1.0005 -0.5037
H -3.4344 4.8842 2.5635
H -1.1778 -3.3988 -0.7394
H -0.6104 4.9936 2.7644
H -1.9122 -5.5120 2.7551
H 3.3188 5.1189 1.0773
H 1.3171 0.7281 -4.9244
H 2.0197 -4.9167 -2.1693
H -5.2977 1.0070 -2.5642
H -0.9572 -3.3610 -3.5880
H 6.5775 -0.1227 -1.2903
H 3.8216 6.9878 2.6575
H -5.4801 -4.9659 -2.3939
H -1.4856 -5.7861 -1.0143
H -0.8332 6.3541 -1.2902
H -2.5875 3.1675 1.0059
H -1.5409 -3.1413 2.0092
H -4.9925 -2.5552 -2.0041
H 0.6513 -2.5199 5.6373
H 2.0798 7.7719 4.1886
H -1.2847 3.9446 -1.0261
H 0.9538 4.1530 1.1564
H -1.0605 -1.2868 -2.3088
H -0.1654 -1.6641 3.3545
H 1.7839 -1.3522 -6.2555
H 0.5834 -3.4470 -5.6052
H 2.0937 -2.4456 -2.5042
H 1.6971 -5.8259 0.1067
H -3.0289 7.3040 2.0088
H 5.1231 -1.2518 0.3960
H -4.4776 0.5338 -1.0565
H -3.7044 -6.6365 -1.8946
H 3.1952 2.5420 0.9697
H 3.3603 0.1178 1.5280
H 4.6377 3.4576 -0.7942
H -1.5721 1.3114 -0.3875
H 1.4838 -4.1698 2.0354
H 0.2175 -4.8697 6.1910
```

Total charge ... 0
Relative energy (zero: lowest compared OMol25 entry of this formula, charge and spin) ... 0.0 kJ/mol
SMILES ... c1ccncc1.c1ccncc1.c1ccncc1.c1ccncc1.c1ccncc1.c1ccncc1.c1ccncc1.ClCCl.ClCCl
HOMO level ... -0.345 Eh
Energy ... -3657.32420 a.u.
HOMO-LUMO gap ... 9.7 eV

Results of the Löwdin charge analysis, in e, for atoms 1 through 4: 0.5582 0.5290 0.5887 0.6036

Q: Among the records above, which one has the highest energy?
A: C4H11N2O2